No. 1
C49H103BCaO25 as an isolated structure in a non-equilibrium geometry. Source: OMol25; level of theory: ωB97M-V/def2-TZVPD.

Structure (XYZ):
```
179
C49H103BCaO25, DFT ωB97M-V/def2-TZVPD
Ca 1.347 -3.041 0.727
B 2.792 -4.858 1.243
H 2.171 -5.412 0.557
H 3.198 -3.979 0.767
H 2.149 -4.574 2.061
H 3.531 -5.543 1.630
C -0.554 0.057 0.074
O -0.014 -1.212 0.027
H -1.597 -0.011 -0.235
H -0.482 0.539 1.049
H -0.094 0.817 -0.558
O 3.578 -0.532 -4.132
C 3.886 0.319 -4.925
O 4.641 1.396 -4.709
C 5.084 1.708 -3.365
C 5.624 3.114 -3.322
C 3.399 0.180 -6.385
H 5.891 1.085 -2.977
H 4.298 1.645 -2.613
H 6.576 3.228 -3.840
H 5.871 3.408 -2.302
H 4.900 3.850 -3.672
H 3.011 -0.830 -6.522
H 4.207 0.305 -7.105
H 2.643 0.890 -6.719
O -0.279 -4.614 -0.193
C -1.248 -5.200 -0.578
O -2.420 -4.687 -0.907
C -2.607 -3.261 -0.863
C -4.051 -2.813 -1.178
C -1.293 -6.676 -0.527
H -1.881 -2.916 -1.598
H -2.319 -2.978 0.150
H -4.108 -1.725 -1.226
H -4.793 -3.113 -0.438
H -4.356 -3.124 -2.177
H -2.057 -7.037 0.162
H -0.394 -7.054 -0.042
H -1.390 -7.023 -1.556
O 1.121 4.210 -0.608
C 1.935 5.083 -1.006
O 1.669 6.234 -1.630
C 0.313 6.534 -1.927
C 0.254 7.603 -3.093
C 3.394 4.928 -0.820
H -0.165 6.825 -0.992
H -0.214 5.645 -2.272
H 0.858 8.452 -2.772
H -0.795 7.883 -3.186
H 0.705 7.219 -4.008
H 3.573 3.948 -0.378
H 3.895 5.722 -0.265
H 3.801 4.890 -1.830
O -4.140 0.025 -5.589
C -4.676 -0.371 -4.601
O -4.206 -0.312 -3.335
C -2.883 0.286 -3.088
C -2.948 1.802 -2.810
C -6.030 -1.140 -4.661
H -2.270 0.139 -3.977
H -2.492 -0.226 -2.209
H -2.020 2.277 -2.491
H -3.650 2.062 -2.018
H -3.299 2.351 -3.684
H -6.404 -1.202 -5.682
H -6.812 -0.791 -3.987
H -5.862 -2.183 -4.394
O -3.958 2.461 6.833
C -3.410 2.356 5.742
O -3.646 3.111 4.703
C -4.383 4.301 4.928
C -4.914 4.932 3.637
C -2.432 1.278 5.452
H -3.752 5.029 5.438
H -5.309 4.171 5.488
H -5.321 5.924 3.830
H -5.682 4.310 3.177
H -4.158 5.006 2.856
H -2.946 0.462 4.944
H -2.018 0.985 6.417
H -1.577 1.618 4.867
O -0.238 -3.484 2.374
C -1.026 -3.221 3.299
O -1.272 -3.953 4.393
C -0.738 -5.294 4.648
C -1.608 -6.284 3.912
C -1.896 -1.955 3.252
H -0.800 -5.498 5.717
H 0.336 -5.293 4.459
H -2.659 -6.296 4.200
H -1.263 -7.290 4.153
H -1.578 -6.020 2.855
H -1.314 -1.138 2.827
H -2.301 -1.673 4.224
H -2.738 -2.111 2.578
O -1.431 4.139 -4.716
C -1.027 3.371 -5.579
O 0.194 2.727 -5.599
C 1.188 2.980 -4.603
C 1.043 1.928 -3.476
C -1.834 3.203 -6.870
H 1.326 4.008 -4.267
H 2.132 2.742 -5.093
H 0.877 0.953 -3.934
H 0.149 2.175 -2.904
H 1.820 1.749 -2.732
H -2.734 2.628 -6.651
H -1.321 2.707 -7.694
H -2.173 4.157 -7.274
O 1.734 -3.444 -1.733
C 1.381 -3.339 -2.857
O 1.353 -4.268 -3.780
C 1.706 -5.622 -3.484
C 0.502 -6.497 -3.851
C 0.979 -1.948 -3.260
H 1.790 -5.700 -2.400
H 2.562 -5.973 -4.060
H 0.644 -7.528 -3.527
H 0.503 -6.480 -4.941
H -0.475 -6.146 -3.521
H 1.287 -1.760 -4.289
H 1.519 -1.295 -2.574
H -0.100 -1.818 -3.179
O 1.742 -1.504 2.782
C 2.099 -1.251 3.936
O 3.267 -1.564 4.477
C 4.245 -2.287 3.749
C 5.486 -2.534 4.615
C 1.228 -0.391 4.774
H 4.555 -1.668 2.908
H 3.999 -3.245 3.289
H 6.039 -1.602 4.726
H 6.109 -3.237 4.062
H 5.237 -2.966 5.585
H 0.758 0.257 4.033
H 1.851 0.209 5.437
H 0.480 -0.912 5.371
O 0.452 2.755 5.782
C 0.534 3.906 5.313
O 0.346 4.208 3.957
C 0.139 3.246 2.964
C 1.453 2.529 2.637
C 0.815 5.141 6.157
H -0.309 3.756 2.111
H -0.592 2.475 3.206
H 1.357 1.846 1.793
H 1.867 1.970 3.477
H 2.220 3.209 2.265
H 1.069 4.742 7.139
H -0.133 5.671 6.252
H 1.609 5.804 5.815
O 3.083 -1.606 0.403
C 3.846 -0.701 0.056
O 4.731 -0.786 -1.008
C 4.911 -1.949 -1.846
C 5.724 -3.064 -1.290
C 3.877 0.701 0.709
H 5.391 -1.615 -2.766
H 3.905 -2.315 -2.049
H 6.641 -2.583 -0.949
H 5.955 -3.855 -2.004
H 5.288 -3.603 -0.448
H 3.478 0.783 1.720
H 3.299 1.346 0.046
H 4.897 1.087 0.712
O -5.220 -1.651 2.127
C -5.564 -0.604 2.683
O -5.094 0.565 2.464
C -3.905 0.663 1.620
C -3.769 2.116 1.117
C -6.752 -0.563 3.667
H -3.852 0.011 0.748
H -3.037 0.562 2.271
H -3.766 2.903 1.872
H -4.620 2.442 0.519
H -2.839 2.303 0.581
H -7.330 0.316 3.382
H -6.312 -0.330 4.636
H -7.392 -1.442 3.591
```

## Properties
E in eV: -122787.8995
Gap between HOMO and LUMO in eV: 7.2
Molar mass in g/mol: 1143.228
Charge: 0

Atomic partial charges in e from the Mulliken method, atoms 1 to 8: 0.29 2.42 -0.62 -0.97 -0.56 -0.24 1.48 0.05

No. 2
A 2-piece molecular cluster, C23H26FN5O4 overall in a non-equilibrium geometry. Source: OMol25; level of theory: ωB97M-V/def2-TZVPD.

Structure (XYZ):
```
59
C23H26FN5O4, DFT ωB97M-V/def2-TZVPD
N 2.479 -0.577 2.811
C 1.898 0.196 1.987
N 0.720 0.899 2.389
N 2.279 0.392 0.661
C 2.102 1.741 0.078
C 3.398 2.320 -0.522
C 3.350 2.489 -2.066
C 4.101 1.375 -2.809
C 3.550 0.040 -2.390
C 4.413 -0.953 -1.870
N 4.017 -2.109 -1.424
C 2.670 -2.297 -1.459
C 2.123 -3.489 -0.944
C 0.768 -3.692 -0.900
C -0.110 -2.696 -1.379
C -1.603 -2.812 -1.252
O -2.053 -2.116 -0.087
C -2.390 -0.802 -0.265
C -3.539 -0.432 -0.956
C -3.890 0.910 -1.069
C -3.092 1.902 -0.502
C -1.935 1.531 0.184
C -1.593 0.189 0.308
C 0.413 -1.551 -1.930
C 1.801 -1.323 -1.976
N 2.265 -0.146 -2.473
H 3.308 -1.002 2.399
H -0.035 0.221 2.408
H 0.876 1.124 3.365
H 3.243 0.098 0.587
H 1.704 2.429 0.813
H 1.352 1.661 -0.704
H 4.258 1.701 -0.277
H 3.550 3.301 -0.087
H 3.758 3.459 -2.333
H 2.314 2.447 -2.378
H 3.875 1.490 -3.867
H 5.166 1.425 -2.615
H 5.474 -0.742 -1.840
H 2.788 -4.241 -0.552
H 0.370 -4.593 -0.462
H -2.048 -2.406 -2.158
H -1.925 -3.844 -1.178
H -4.178 -1.186 -1.390
H -4.801 1.191 -1.572
H -3.344 2.948 -0.557
H -1.317 2.288 0.637
H -0.710 -0.109 0.853
H -0.234 -0.781 -2.320
C -4.744 -0.542 2.924
C -4.914 0.834 2.327
O -4.658 1.683 3.434
C -3.824 1.013 4.282
O -3.227 1.508 5.174
O -3.774 -0.301 3.950
F -6.182 1.047 1.885
H -5.672 -0.898 3.375
H -4.378 -1.277 2.212
H -4.215 1.065 1.526
```

## Properties
SMILES: [H]/N=C(/N)NCCCCc1cnc2ccc(COc3ccccc3)cc2n1.O=C1OC[C@@H](F)O1
E in eV: -42630.9097
Gap between HOMO and LUMO in eV: 8.6
Molar mass in g/mol: 455.490
Charge: 0

Atomic partial charges in e from the Mulliken method, atoms 1 to 8: -0.87 0.57 -0.45 0.01 -0.73 -0.83 -0.88 -0.97

No. 3
C12H11Co2O7 as an isolated structure in a non-equilibrium geometry. Source: OMol25; level of theory: ωB97M-V/def2-TZVPD.

Structure (XYZ):
```
32
C12H11Co2O7, DFT ωB97M-V/def2-TZVPD
C -1.795 -4.477 1.606
C -0.533 -3.800 1.119
C 0.731 -4.438 1.635
O -0.479 -2.437 1.539
H -1.772 -5.534 1.332
H -1.871 -4.382 2.696
H -2.693 -4.039 1.160
H -0.512 -3.821 0.023
H 0.742 -5.501 1.375
H 1.612 -3.956 1.200
H 0.787 -4.315 2.723
H -1.242 -1.995 1.133
O 1.279 3.792 2.804
C 0.970 3.906 1.692
Co 0.533 3.989 0.017
C -1.220 3.994 0.051
O -2.379 4.000 0.110
C 1.173 5.465 -0.661
O 1.588 6.466 -1.074
C 1.409 2.281 -0.635
C 0.737 1.090 -0.391
C 0.411 0.056 0.392
Co 0.362 1.768 -2.007
C -1.458 1.578 -2.107
O -2.546 1.534 -2.493
C 0.829 0.393 -3.088
O 1.163 -0.404 -3.854
C 0.513 3.142 -3.154
O 0.650 4.038 -3.868
H 2.505 2.383 -0.649
H -0.588 -0.359 0.282
H 1.096 -0.416 1.094
```

## Properties
E in eV: -102195.1746
Gap between HOMO and LUMO in eV: 4.8
Molar mass in g/mol: 385.079
Charge: +1

Atomic partial charges in e from the Mulliken method, atoms 1 to 8: -1.29 0.64 -1.36 -0.54 0.39 0.31 0.36 0.18

No. 4
C4H5CuO6 as an isolated structure in a non-equilibrium geometry. Source: OMol25; level of theory: ωB97M-V/def2-TZVPD.

Structure (XYZ):
```
16
C4H5CuO6, DFT ωB97M-V/def2-TZVPD
H -0.158 -1.437 -0.872
C -0.507 -1.167 0.135
C -1.648 -0.177 0.017
O -1.456 0.839 -0.964
C -0.759 1.988 -0.768
O -0.258 2.178 0.392
O -0.466 2.595 -1.795
Cu 0.996 1.203 1.386
O 0.547 -0.597 0.888
H -0.865 -2.082 0.629
H -1.893 0.272 0.989
H -2.540 -0.723 -0.315
H 2.094 -0.661 -1.179
O 2.623 0.089 1.225
O 2.301 -1.375 -0.508
C 1.990 -0.945 0.740
```

## Properties
Spin multiplicity: 3
<S²>: 2.006
E in eV: -61149.9988
Gap between HOMO and LUMO (alpha / beta) in eV: 7.5 / 6.8
Molar mass in g/mol: 212.624
Charge: 0
Relative energy (zero: lowest compared OMol25 entry of this formula, charge and spin) in eV: 0.000

Atomic partial charges in e from the Mulliken method, atoms 1 to 8: 0.33 -0.21 -0.61 -0.34 0.93 -0.62 -0.58 0.43

No. 5
C43H46N8O2Pb as an isolated structure in a non-equilibrium geometry. Source: OMol25; level of theory: ωB97M-V/def2-TZVPD.

Structure (XYZ):
```
100
C43H46N8O2Pb, DFT ωB97M-V/def2-TZVPD
Pb -0.488 0.350 -0.601
C 2.242 2.631 -2.566
C 3.148 2.201 -1.413
C 2.505 1.365 -0.269
N 1.192 1.844 0.039
C 0.883 3.021 0.578
C 1.864 3.931 1.108
C 1.796 5.208 1.634
C 0.685 6.068 1.778
C -0.556 5.730 1.274
C -1.087 4.581 0.730
C -0.566 3.276 0.704
N -1.309 2.206 0.676
C -2.721 2.349 0.992
C -3.640 2.598 -0.175
C -3.744 1.342 -1.042
N -2.539 1.103 -1.780
C -2.356 1.613 -2.997
C -3.407 2.416 -3.580
C -3.579 2.887 -4.840
C -2.845 2.522 -5.994
C -1.645 1.836 -6.063
C -0.799 1.446 -5.022
C -1.045 1.355 -3.620
N -0.140 0.752 -2.863
C 1.152 0.449 -3.366
C 2.008 1.647 -3.622
H 2.789 3.412 -3.099
H 1.326 3.104 -2.243
H 3.416 3.140 -0.936
H 3.997 1.679 -1.862
H 3.164 1.256 0.618
H 2.379 0.315 -0.633
H 2.887 3.557 0.999
H 2.704 5.597 1.996
H 0.795 7.068 2.213
H -1.306 6.530 1.249
H -2.072 4.708 0.311
H -2.829 3.137 1.706
H -3.077 1.408 1.458
H -3.360 3.452 -0.743
H -4.610 2.835 0.196
H -4.575 1.352 -1.737
H -3.886 0.533 -0.309
H -4.010 2.864 -2.826
H -4.440 3.475 -5.012
H -3.297 2.942 -6.881
H -1.304 1.700 -7.075
H 0.101 0.931 -5.319
H 1.056 -0.214 -4.254
H 1.621 -0.214 -2.550
H 1.559 2.152 -4.484
H 2.964 1.256 -4.013
O -2.520 -6.713 3.860
N -3.265 -6.153 3.054
O -4.137 -6.693 2.421
C -3.096 -4.710 2.829
C -2.611 -3.986 3.822
C -2.404 -2.604 3.651
C -1.745 -1.850 4.635
C -1.348 -0.563 4.374
C -1.788 -0.007 3.147
N -2.446 -0.654 2.201
C -2.724 -1.942 2.422
C -3.427 -2.712 1.430
N -3.901 -2.060 0.335
C -4.268 -2.759 -0.704
C -4.362 -4.150 -0.700
C -3.979 -4.854 0.411
C -3.525 -4.101 1.581
H -2.262 -4.544 4.703
H -1.498 -2.378 5.531
H -0.765 0.098 5.059
H -1.590 1.008 2.976
H -4.601 -2.132 -1.539
H -4.795 -4.591 -1.589
H -4.066 -5.944 0.506
C 4.006 -0.212 3.281
N 3.846 -1.248 2.292
C 2.962 -2.169 2.900
C 5.132 -1.885 1.779
C 4.839 -2.950 0.690
C 5.238 -4.293 0.750
C 4.604 -5.125 -0.181
C 3.613 -4.678 -1.121
C 3.411 -3.378 -1.296
C 4.060 -2.521 -0.385
H 3.313 0.664 3.278
H 4.948 0.297 3.065
H 4.081 -0.648 4.290
H 3.837 -1.401 -0.537
H 3.370 -2.660 3.769
H 2.759 -2.968 2.235
H 1.949 -1.753 2.991
H 5.825 -2.338 2.483
H 5.670 -1.117 1.253
H 5.944 -4.606 1.501
H 4.652 -6.218 -0.222
H 3.217 -5.545 -1.653
H 2.842 -2.951 -2.057
```

## Properties
E in eV: -66594.3152
Gap between HOMO and LUMO in eV: 5.7
Molar mass in g/mol: 914.095
Charge: 0
Relative energy (zero: lowest compared OMol25 entry of this formula, charge and spin) in eV: 0.000

Atomic partial charges in e from the Mulliken method, atoms 1 to 8: 0.52 -0.72 -0.49 0.02 -0.10 1.01 -0.65 -0.37

No. 6
One molecule with the formula C22H31N3O2. Source: OMol25; level of theory: ωB97M-V/def2-TZVPD.

Structure (XYZ):
```
58
C22H31N3O2, DFT ωB97M-V/def2-TZVPD
C -4.356 -1.979 -2.624
C -3.051 -1.326 -2.318
C -1.852 -1.877 -1.967
C -0.913 -0.812 -1.821
C 0.524 -0.903 -1.486
O 1.387 -0.300 -2.116
N 0.878 -1.728 -0.448
C 2.298 -1.865 -0.185
C 2.940 -0.610 0.458
N 1.947 0.222 1.107
C 1.556 1.444 0.643
O 0.546 2.000 1.065
C 2.344 2.151 -0.408
C 1.949 3.248 -1.058
C 3.172 3.320 -1.936
C 3.634 2.021 -1.210
C 1.198 -0.432 2.194
C 1.132 0.439 3.450
C 0.342 -0.243 4.561
C -1.063 -0.581 4.074
C -0.987 -1.519 2.877
C -0.169 -0.946 1.718
C -0.022 -2.040 0.656
C -1.578 0.361 -2.091
C -1.092 1.767 -2.079
N -2.880 0.041 -2.375
C -3.899 0.998 -2.746
H -4.244 -3.059 -2.543
H -5.142 -1.675 -1.928
H -4.703 -1.754 -3.635
H -1.655 -2.932 -1.861
H 2.417 -2.729 0.468
H 2.808 -2.077 -1.124
H 3.689 -0.921 1.193
H 3.447 -0.036 -0.303
H 1.058 3.856 -0.973
H 2.987 3.194 -3.004
H 3.811 4.191 -1.785
H 4.563 2.106 -0.644
H 3.671 1.153 -1.868
H 1.797 -1.315 2.457
H 2.155 0.653 3.772
H 0.661 1.388 3.204
H 0.845 -1.166 4.874
H 0.303 0.407 5.437
H -1.649 -1.041 4.873
H -1.578 0.342 3.789
H -0.528 -2.462 3.204
H -1.987 -1.773 2.515
H -0.704 -0.097 1.283
H -1.006 -2.284 0.265
H 0.365 -2.947 1.133
H -0.010 1.766 -1.982
H -1.348 2.285 -3.007
H -1.506 2.334 -1.241
H -3.758 1.921 -2.188
H -3.866 1.224 -3.814
H -4.881 0.599 -2.504
```

## Properties
SMILES: Cc1cc(C(=O)N2CCN(C(=O)C3=CCC3)[C@H]3CCCC[C@@H]3C2)c(C)n1C
E in eV: -31882.6908
Gap between HOMO and LUMO in eV: 8.7
Molar mass in g/mol: 369.509
Charge: 0
Relative energy (zero: lowest compared OMol25 entry of this formula, charge and spin) in eV: 1.665

Atomic partial charges in e from the Mulliken method, atoms 1 to 8: -1.68 0.58 -1.06 1.80 0.44 -0.62 0.33 -0.99

No. 7
A 2-piece molecular cluster, C16H17N overall in a non-equilibrium geometry. Source: OMol25; level of theory: ωB97M-V/def2-TZVPD.

Structure (XYZ):
```
34
C16H17N, DFT ωB97M-V/def2-TZVPD
C 3.005 -0.711 1.603
C 0.273 -3.031 2.551
C 1.180 -2.578 1.583
C 1.917 -1.502 2.215
C 1.357 -1.300 3.450
C -0.663 -4.492 0.976
C -0.595 -4.113 2.286
C 0.126 -3.979 -0.075
C 1.061 -2.983 0.251
N 0.376 -2.263 3.669
H -1.290 -5.346 0.737
H -1.216 -4.557 3.049
H 0.198 -4.350 -1.075
H 1.483 -2.474 -0.605
H -0.370 -2.240 4.351
H 1.703 -0.769 4.329
H 3.801 -0.640 2.359
H 2.613 0.227 1.173
H 3.491 -1.204 0.757
C -0.848 2.133 -4.392
C -1.790 3.652 -1.048
C -1.825 2.738 -2.114
C -1.224 4.925 -1.164
C -1.155 3.135 -3.267
C -0.723 5.343 -2.398
C -0.766 4.466 -3.463
H -2.061 3.325 -0.052
H -2.301 1.777 -1.981
H -1.125 5.493 -0.253
H -0.525 6.402 -2.547
H -1.622 1.371 -4.307
H 0.072 1.606 -4.155
H -0.484 4.722 -4.482
H -0.834 2.627 -5.367
```

## Properties
SMILES: Cc1c[nH]c2ccccc12.Cc1ccccc1
E in eV: -18357.2262
Gap between HOMO and LUMO in eV: 8.6
Molar mass in g/mol: 223.319
Charge: 0
Relative energy (zero: lowest compared OMol25 entry of this formula, charge and spin) in eV: 1.116

Atomic partial charges in e from the Mulliken method, atoms 1 to 8: -1.32 -0.06 0.66 0.61 -0.62 -0.30 -0.74 -0.77